1.
Computed, not measured: an isolated molecule of C20H21NO7, with ωB97M-V with the def2-TZVPD basis set.

## Properties
Energy (eV): -36903.372
Structure (SMILES): COc1cc(C(C)=O)ccc1COc1ccc(C(=O)OCC(N)=O)cc1OC
Energy relative to the best compared isomer or geometry (same formula, charge and spin) (kJ/mol): 92.9
M (g mol⁻¹): 387.388
Lowest unoccupied orbital energy (eV): 0.04
Spin multiplicity: 1

CARTESIAN COORDINATES (ANGSTROEM)
C -0.037 -2.456 4.782
O 0.365 -1.225 4.228
C 1.023 -1.229 3.045
C 1.378 -2.375 2.349
C 2.068 -2.300 1.138
C 2.378 -3.584 0.458
C 3.344 -3.532 -0.700
O 1.876 -4.626 0.820
C 2.415 -1.056 0.623
C 2.051 0.089 1.310
C 1.361 0.026 2.510
C 0.862 1.284 3.167
O -0.447 1.616 2.707
C -0.529 1.866 1.360
C -0.244 3.128 0.863
C -0.349 3.395 -0.489
C -0.742 2.385 -1.359
C -0.842 2.703 -2.800
O -0.503 3.748 -3.295
O -1.376 1.685 -3.511
C -1.538 1.877 -4.908
C -3.004 1.975 -5.337
N -3.886 2.050 -4.322
O -3.318 1.986 -6.503
C -1.031 1.109 -0.874
C -0.926 0.834 0.481
O -1.177 -0.370 1.049
C -1.481 -1.460 0.214
H 0.821 -3.094 5.012
H -0.558 -2.205 5.704
H -0.721 -2.990 4.115
H 1.127 -3.360 2.710
H 3.565 -4.544 -1.029
H 4.263 -3.033 -0.403
H 2.901 -2.981 -1.527
H 2.943 -0.965 -0.312
H 2.302 1.058 0.901
H 1.551 2.116 2.966
H 0.749 1.142 4.242
H 0.056 3.900 1.555
H -0.130 4.373 -0.887
H -1.031 2.800 -5.214
H -1.080 1.030 -5.424
H -4.866 2.129 -4.531
H -3.584 2.016 -3.364
H -1.323 0.343 -1.574
H -1.573 -2.320 0.876
H -0.679 -1.649 -0.506
H -2.425 -1.310 -0.318

From a Mulliken analysis of the wavefunction, the atomic charges in e read:
1. C -0.94
2. O -0.46
3. C 0.96
4. C -0.45
5. C -0.05
6. C 0.87
7. C -1.43
8. O -0.60
9. C -1.00
10. C -0.53
11. C 0.51
12. C -1.01
13. O -0.51
14. C 0.77
15. C -0.48
16. C -0.87
17. C -0.11
18. C 0.52
19. O -0.63
20. O -0.32
21. C -0.30
22. C 0.42
23. N -0.30
24. O -0.64
25. C -0.53
26. C 0.61
27. O -0.36
28. C -1.07
29. H 0.37
30. H 0.26
31. H 0.36
32. H 0.60
33. H 0.36
34. H 0.41
35. H 0.34
36. H 0.38
37. H 0.42
38. H 0.34
39. H 0.45
40. H 0.49
41. H 0.49
42. H 0.31
43. H 0.31
44. H 0.21
45. H 0.16
46. H 0.68
47. H 0.23
48. H 0.37
49. H 0.40

2.
Computed, not measured: a structure of composition C8H12O6S in a non-equilibrium geometry, with ωB97M-V with the def2-TZVPD basis set.

## Properties
Energy (eV): -31608.127
M (g mol⁻¹): 236.245
Lowest unoccupied orbital energy (eV): 0.23
Spin multiplicity: 1

CARTESIAN COORDINATES (ANGSTROEM)
C 4.236 -0.424 1.199
C 3.554 -0.355 0.039
C 2.111 0.052 -0.119
C 1.415 0.703 1.103
O 0.242 -0.118 1.374
S 0.689 -1.592 0.995
O 1.675 -1.987 1.945
O -0.415 -2.452 0.765
O 1.308 -1.178 -0.385
H 5.201 0.063 1.311
H 3.894 -1.002 2.053
H 4.044 -0.639 -0.891
H 2.076 0.657 -1.017
H 0.972 1.656 0.832
H 2.045 0.756 1.985
O -0.216 0.826 -1.481
C -1.374 0.756 -1.180
O -2.030 1.785 -0.600
C -3.365 1.382 -0.242
C -3.677 0.193 -1.144
C -2.295 -0.435 -1.320
H -3.370 1.112 0.816
H -4.035 2.224 -0.393
H -4.423 -0.477 -0.724
H -4.046 0.547 -2.108
H -2.058 -1.146 -0.527
H -2.158 -0.909 -2.287

From a Mulliken analysis of the wavefunction, the atomic charges in e read:
1. C -0.75
2. C -0.61
3. C 0.28
4. C -0.48
5. O -0.28
6. S 1.13
7. O -0.60
8. O -0.60
9. O -0.29
10. H 0.26
11. H 0.31
12. H 0.38
13. H 0.55
14. H 0.28
15. H 0.40
16. O -0.56
17. C 0.52
18. O -0.36
19. C -0.42
20. C -0.53
21. C -0.23
22. H 0.26
23. H 0.31
24. H 0.35
25. H 0.25
26. H 0.08
27. H 0.37